[1]
Molecular formula: C52H55N9OS2SnTe
Method: DFT, ωB97M-V/def2-TZVPD

Cartesian coordinates (Å):
Te1 -0.429 3.452 0.078
Sn1 -0.079 -0.600 -0.470
S1 -1.027 -1.178 4.401
S2 -1.543 -0.082 1.630
O1 -0.931 -2.376 -1.524
N1 -0.630 0.698 -3.594
N2 1.744 0.788 1.524
N3 0.067 -2.175 2.241
N4 0.301 -2.307 0.907
N5 0.294 -0.625 -5.301
N6 1.505 -1.172 -3.358
N7 2.498 -7.132 4.883
N8 2.768 1.148 -1.731
N9 3.224 3.106 -2.642
C1 -0.192 -3.924 -3.104
C2 2.840 -2.669 1.914
C3 2.389 -5.077 2.102
C4 2.264 2.231 -2.253
C5 4.436 2.523 -2.345
C6 -2.631 1.547 -5.311
C7 3.505 -1.724 1.254
C8 -3.320 -3.199 2.775
C9 2.002 1.149 4.950
C10 -1.571 1.553 -3.187
C11 0.064 2.451 4.005
C12 -5.470 -3.101 4.525
C13 -5.693 -3.304 3.170
C14 2.996 4.433 -3.163
C15 2.470 -1.886 -2.783
C16 0.727 -4.001 -0.860
C17 2.286 -3.883 1.222
C18 -3.716 7.025 -1.025
C19 -0.720 -1.246 2.633
C20 2.495 -3.674 4.109
C21 -4.175 -2.950 4.999
C22 -3.218 4.810 -0.142
C23 1.400 -5.631 -2.569
C24 -2.386 7.130 -1.403
C25 -4.110 5.846 -0.411
C26 -3.086 -3.010 4.136
C27 0.748 -3.648 0.634
C28 -0.157 -3.382 -1.790
C29 -0.050 6.306 -1.622
C30 -2.594 2.010 -3.999
C31 2.473 -6.175 4.242
C32 1.532 2.054 3.809
C33 -0.680 0.253 -4.835
C34 2.410 3.306 3.708
C35 1.447 -5.121 -1.283
C36 -1.685 -2.856 4.655
C37 3.041 -2.963 -4.815
C38 4.129 1.314 -1.788
C39 -0.207 -4.680 1.266
C40 2.059 -2.223 -5.431
C41 -3.768 3.581 0.535
C42 2.648 -2.575 3.366
C43 -4.613 -3.341 2.298
C44 0.563 -5.006 -3.491
C45 -1.465 6.115 -1.153
C46 -4.695 8.146 -1.263
C47 1.296 -1.345 -4.643
C48 -1.669 0.665 -5.747
C49 2.441 -4.976 3.441
C50 1.644 1.324 2.532
C51 3.259 -2.802 -3.450
C52 -1.855 4.940 -0.483
H1 3.849 -0.825 1.746
H2 -6.306 -3.063 5.214
H3 2.079 4.438 -3.750
H4 -6.702 -3.426 2.796
H5 3.828 4.720 -3.806
H6 -0.291 3.051 3.165
H7 -1.648 -3.040 5.730
H8 0.501 -5.369 -4.512
H9 -4.003 -2.776 6.056
H10 1.875 -2.311 -6.496
H11 -0.025 3.021 4.934
H12 0.647 6.301 -0.780
H13 -0.573 1.568 4.066
H14 -0.262 -4.569 2.348
H15 2.612 -1.693 -1.725
H16 2.075 3.938 2.885
H17 1.993 -6.496 -2.840
H18 0.099 -5.699 1.025
H19 -0.989 -3.529 4.156
H20 -3.328 2.704 -3.614
H21 1.211 2.439 -2.356
H22 -0.853 -3.423 -3.803
H23 -1.668 0.292 -6.765
H24 0.253 5.472 -2.259
H25 -1.473 1.898 -2.160
H26 -5.152 5.720 -0.124
H27 5.370 3.017 -2.551
H28 2.340 3.868 4.642
H29 -4.773 -3.478 1.236
H30 3.628 -3.671 -5.389
H31 -2.048 8.032 -1.909
H32 3.999 -3.383 -2.918
H33 -5.545 7.818 -1.868
H34 3.701 -1.813 0.192
H35 2.868 -4.049 0.317
H36 -3.879 3.744 1.611
H37 -4.216 8.978 -1.783
H38 2.403 -3.627 5.186
H39 3.061 0.899 4.844
H40 3.455 3.038 3.538
H41 -5.099 8.530 -0.322
H42 0.051 7.243 -2.175
H43 2.714 -1.597 3.827
H44 -1.197 -4.512 0.837
H45 -3.103 2.728 0.420
H46 1.425 0.224 4.980
H47 2.892 5.162 -2.357
H48 0.153 -0.919 -6.252
H49 -4.753 3.332 0.131
H50 4.806 0.556 -1.428
H51 -3.403 1.884 -5.994
H52 1.863 1.676 5.897
H53 2.356 -6.063 1.652
H54 2.068 -5.645 -0.565
H55 -2.485 -3.204 2.088

Computed properties:
* total charge: -2
* Kohn-Sham gap: 5.3 eV
* lowest unoccupied orbital energy: 3.92 eV
* F_max: 0.72 eV Å⁻¹
* E_tot: -3861.29725 Ha
* HOMO level: -1.36 eV



[2]
Molecular formula: C52H56AsIN4O4V
Method: DFT, ωB97M-V/def2-TZVPD

Cartesian coordinates (Å):
I1 6.309 1.427 3.296
As1 -1.740 0.762 -3.412
V1 0.258 0.432 -1.038
O1 0.848 0.152 0.821
O2 1.634 -0.546 -1.580
O3 3.182 0.298 -2.922
O4 -0.559 1.994 -0.318
N1 -0.208 -1.650 2.342
N2 -0.116 1.125 -2.730
N3 -1.390 -0.558 -0.661
N4 0.915 -3.402 -0.095
C1 1.701 3.239 -5.141
C2 2.282 3.896 -2.924
C3 -2.991 -2.305 -6.054
C4 2.105 -3.648 -0.879
C5 -0.315 -0.748 3.221
C6 0.951 2.666 4.051
C7 -0.959 -2.853 2.416
C8 -2.546 4.833 -5.902
C9 0.337 1.438 4.153
C10 4.491 1.384 -0.644
C11 0.939 0.894 1.849
C12 -2.156 -0.222 0.344
C13 -2.205 1.002 1.051
C14 -2.509 3.469 -2.389
C15 5.276 1.689 0.451
C16 -0.113 -4.111 2.156
C17 4.246 -0.120 1.683
C18 5.129 0.941 1.604
C19 -1.627 -0.789 -4.737
C20 -0.502 -1.538 -5.105
C21 -3.224 2.386 2.763
C22 -2.420 3.460 2.378
C23 -1.530 3.326 1.342
C24 -2.045 2.459 -6.017
C25 3.591 0.322 -0.588
C26 0.887 2.248 -4.634
C27 0.896 -1.195 -4.686
C28 -1.875 -3.029 -6.446
C29 -2.596 4.726 -4.524
C30 -1.983 -4.194 -7.387
C31 -2.759 6.140 -6.608
C32 3.482 -0.438 0.575
C33 -1.772 1.305 -6.939
C34 -2.072 2.357 -4.622
C35 2.406 4.077 -4.293
C36 0.718 2.074 -3.253
C37 -0.644 -2.636 -5.952
C38 -4.134 -0.474 -4.823
C39 1.614 3.000 2.873
C40 -0.259 -3.799 -0.841
C41 -3.116 1.183 2.108
C42 2.755 0.022 -1.800
C43 -2.387 3.512 -3.884
C44 -1.803 -1.783 -1.329
C45 1.623 2.138 1.808
C46 1.455 2.922 -2.406
C47 -1.380 2.098 0.659
C48 -0.687 -2.701 -1.830
C49 -2.884 -1.215 -5.205
C50 0.344 0.526 3.100
C51 1.102 -3.949 1.238
C52 -2.288 3.684 -6.628
H1 -2.903 -0.946 0.681
H2 -2.464 -2.355 -0.661
H3 -1.488 -2.975 3.387
H4 -1.530 -5.085 -6.952
H5 2.778 -1.256 0.604
H6 -2.261 3.744 -7.708
H7 0.177 -2.080 -2.049
H8 -3.304 2.776 -2.095
H9 -3.014 6.929 -5.905
H10 -0.168 1.170 5.074
H11 -1.142 0.558 -6.471
H12 -1.079 -4.006 -0.153
H13 2.994 -3.292 -0.360
H14 0.927 3.363 4.875
H15 2.238 -4.728 -1.092
H16 -3.022 -4.411 -7.623
H17 -4.040 0.584 -5.078
H18 5.988 2.498 0.402
H19 1.454 -2.097 -4.433
H20 1.573 -4.955 1.173
H21 -2.737 4.455 -1.990
H22 -1.722 -2.781 1.632
H23 1.810 -3.279 1.738
H24 2.117 3.956 2.798
H25 -0.775 -4.892 1.771
H26 -1.583 3.113 -1.933
H27 -1.456 -3.972 -8.315
H28 -0.943 -0.886 4.127
H29 4.143 -0.688 2.597
H30 -0.898 4.149 1.033
H31 -3.966 -2.600 -6.419
H32 3.047 4.854 -4.691
H33 0.289 -4.474 3.109
H34 2.840 4.532 -2.248
H35 -4.286 -0.531 -3.741
H36 -0.065 -4.734 -1.408
H37 -3.935 2.501 3.571
H38 2.136 2.401 0.888
H39 -1.853 6.433 -7.138
H40 1.433 -0.708 -5.501
H41 -1.289 1.661 -7.848
H42 -2.411 -1.479 -2.203
H43 -3.749 0.357 2.408
H44 2.037 -3.121 -1.826
H45 -2.493 4.400 2.909
H46 0.238 -3.197 -6.236
H47 1.344 2.828 -1.329
H48 -3.561 6.050 -7.341
H49 0.401 1.559 -5.310
H50 -1.032 -3.178 -2.750
H51 -5.007 -0.886 -5.325
H52 1.793 3.349 -6.213
H53 4.564 1.954 -1.560
H54 -2.798 5.609 -3.932
H55 -2.708 0.817 -7.216
H56 0.923 -0.526 -3.832

Computed properties:
* total charge: -1
* Kohn-Sham gap (spin up / spin down): 6.6 / 6.9 eV
* expectation value of S²: 2.0152
* lowest unoccupied orbital energy (spin up / spin down): 2.17 / 2.17 eV
* F_max: 2.98 eV Å⁻¹
* E_tot: -6012.72295 Ha
* HOMO level (spin up / spin down): -4.47 / -4.71 eV
* spin multiplicity: 3



[3]
Molecular formula: C52H57AuGeN4S
Method: DFT, ωB97M-V/def2-TZVPD

Cartesian coordinates (Å):
Au1 -0.378 -0.240 -0.039
Ge1 -1.823 -1.904 -1.141
S1 -1.327 2.236 -0.174
N1 -2.773 2.447 -2.522
N2 1.986 -0.152 -0.218
N3 0.461 -0.047 2.217
N4 -2.365 4.315 -1.487
C1 -3.104 4.614 -2.598
C2 4.178 0.685 -3.663
C3 -3.007 -2.415 -3.695
C4 3.974 -0.190 2.727
C5 2.964 -0.932 -2.324
C6 6.306 -0.481 1.357
C7 -5.002 -4.161 0.410
C8 1.292 -2.536 -3.159
C9 1.613 3.204 4.148
C10 -0.984 1.851 4.988
C11 3.001 2.520 -0.578
C12 4.999 -0.257 4.880
C13 -1.737 -0.415 5.147
C14 5.111 -0.386 0.623
C15 -2.206 -1.484 -3.049
C16 2.195 -2.907 -0.842
C17 2.143 3.623 -1.205
C18 -0.268 0.233 3.357
C19 6.346 -0.424 2.732
C20 -5.784 -1.887 0.455
C21 3.940 1.663 -2.713
C22 4.346 3.083 -0.110
C23 -1.030 -2.229 3.629
C24 -0.396 3.828 2.784
C25 -3.355 3.453 -3.251
C26 2.505 -2.372 -2.236
C27 -1.001 -0.771 4.028
C28 5.152 -0.284 3.474
C29 -5.988 -3.234 0.713
C30 2.687 -0.092 3.303
C31 -3.801 -3.732 -0.123
C32 -3.309 -2.260 -5.036
C33 3.931 -0.226 1.314
C34 -1.887 5.243 -0.499
C35 -4.577 -1.458 -0.072
C36 2.526 -0.150 0.943
C37 -0.254 1.566 3.849
C38 -2.021 -0.238 -5.095
C39 0.531 2.681 3.198
C40 -1.743 0.885 5.625
C41 1.739 -0.079 2.199
C42 2.718 0.077 -1.371
C43 -2.166 2.982 -1.443
C44 -2.206 -2.451 2.678
C45 2.572 -0.103 4.675
C46 -2.831 -1.163 -5.732
C47 -1.708 -0.399 -3.752
C48 3.698 -0.595 -3.454
C49 -3.578 -2.379 -0.352
C50 3.746 -0.175 5.444
C51 3.218 1.394 -1.565
C52 0.264 -2.773 3.030
H1 -0.882 4.275 3.646
H2 -5.162 -5.215 0.588
H3 -3.389 -3.265 -3.145
H4 0.257 -3.858 3.098
H5 1.306 -2.434 -0.424
H6 -0.830 5.056 -0.306
H7 -6.566 -1.173 0.660
H8 -2.295 -1.180 5.666
H9 -2.437 5.118 0.436
H10 1.015 2.310 2.288
H11 -3.144 -2.184 3.157
H12 1.161 3.238 -1.474
H13 5.871 -0.318 5.513
H14 -6.916 -3.565 1.155
H15 0.511 -1.829 -2.883
H16 -3.387 5.619 -2.835
H17 3.649 -0.175 6.519
H18 1.132 -2.404 3.572
H19 4.744 0.923 -4.550
H20 0.886 -3.540 -3.075
H21 5.141 -0.455 -0.454
H22 -2.260 -3.494 2.378
H23 2.222 2.390 4.534
H24 -1.233 -2.804 4.539
H25 -0.946 2.845 5.401
H26 0.185 4.602 2.288
H27 -4.404 -0.401 -0.248
H28 -2.021 6.260 -0.860
H29 5.007 2.282 0.215
H30 -2.332 1.147 6.489
H31 -1.163 3.476 2.099
H32 2.466 2.154 0.304
H33 1.566 -2.365 -4.195
H34 -1.628 0.608 -5.641
H35 7.226 -0.614 0.810
H36 -2.080 -1.831 1.791
H37 3.914 -1.363 -4.180
H38 7.291 -0.504 3.249
H39 2.262 3.902 3.626
H40 -2.764 1.467 -2.780
H41 1.169 3.727 4.989
H42 2.013 4.430 -0.488
H43 4.842 3.632 -0.903
H44 -3.023 -4.446 -0.360
H45 -3.923 -2.996 -5.530
H46 4.341 2.653 -2.859
H47 2.000 -3.976 -0.907
H48 1.610 -0.067 5.164
H49 -1.131 -3.263 -1.181
H50 -3.104 -1.022 -6.766
H51 2.614 4.029 -2.095
H52 4.196 3.764 0.723
H53 -3.897 3.268 -4.154
H54 3.322 -2.985 -2.634
H55 3.034 -2.759 -0.166
H56 -1.033 0.298 -3.262
H57 0.355 -2.502 1.981

Computed properties:
* total charge: +2
* Kohn-Sham gap (spin up / spin down): 4.1 / 4.0 eV
* lowest unoccupied orbital energy (spin up / spin down): -8.72 / -8.72 eV
* F_max: 2.84 eV Å⁻¹
* E_tot: -4845.00341 Ha
* HOMO level (spin up / spin down): -12.77 / -12.77 eV



[4]
Molecular formula: C52H57MnN5O2PS2
Method: DFT, ωB97M-V/def2-TZVPD

Cartesian coordinates (Å):
Mn1 0.147 -0.418 -1.452
S1 2.330 5.725 -4.352
S2 5.267 -3.860 1.867
P1 -1.649 0.806 1.361
O1 -0.871 0.282 0.146
O2 -0.305 -2.178 -1.068
N1 0.774 -1.190 -2.971
N2 1.379 -2.330 -2.588
N3 -1.166 0.227 -2.832
N4 1.795 -0.756 -0.288
N5 1.171 1.277 -1.917
C1 0.449 -1.361 4.220
C2 -2.260 0.968 -2.657
C3 3.395 -2.052 0.952
C4 -1.978 2.611 1.114
C5 -0.431 4.654 2.637
C6 5.107 0.922 -0.547
C7 3.056 3.244 -2.581
C8 2.737 -4.016 2.452
C9 3.640 -3.224 1.729
C10 4.424 -1.183 0.567
C11 -2.580 3.361 2.312
C12 1.044 6.612 -5.006
C13 1.046 -4.191 -1.124
C14 0.565 -0.253 5.265
C15 0.620 -6.063 0.330
C16 0.679 -2.847 -1.587
C17 3.436 2.154 -1.801
C18 -0.768 3.344 0.526
C19 -2.977 1.519 -3.703
C20 0.289 -4.796 -0.118
C21 2.796 0.093 -0.651
C22 0.398 -0.895 -4.171
C23 -4.810 -1.968 -0.159
C24 -0.060 4.842 -4.035
C25 -3.185 -1.502 1.702
C26 -5.410 -0.658 0.367
C27 -4.332 0.421 0.491
C28 4.129 -0.067 -0.202
C29 1.247 4.515 -3.725
C30 -2.536 1.309 -5.004
C31 -0.714 0.483 2.920
C32 2.459 1.187 -1.482
C33 4.720 -5.129 2.843
C34 -0.723 0.035 -4.105
C35 1.710 -6.730 -0.217
C36 -3.311 0.031 1.572
C37 3.348 -5.083 3.082
C38 2.139 -4.865 -1.673
C39 -1.384 0.565 -5.204
C40 -3.374 -2.181 0.348
C41 0.247 3.796 1.574
C42 2.082 -1.748 0.517
C43 0.888 -1.573 -5.396
C44 1.731 3.376 -2.985
C45 4.770 1.992 -1.295
C46 2.469 -6.129 -1.215
C47 0.842 2.336 -2.628
C48 0.197 -0.756 2.830
C49 -1.628 0.402 4.150
C50 -0.777 0.480 5.428
C51 -1.551 3.874 3.322
C52 -0.174 6.033 -4.765
H1 -0.077 1.361 3.042
H2 0.058 -1.851 -6.044
H3 -0.365 -2.033 4.498
H4 -4.824 -1.981 -1.251
H5 1.545 -0.908 -5.961
H6 1.150 -0.450 2.394
H7 1.682 -3.800 2.546
H8 1.239 7.527 -5.543
H9 -1.110 6.448 -5.105
H10 0.025 -6.538 1.099
H11 -3.954 -1.864 2.388
H12 1.042 4.364 1.082
H13 -3.654 0.438 2.526
H14 1.450 -2.464 -5.127
H15 2.716 -4.390 -2.454
H16 5.424 -5.865 3.204
H17 -3.115 4.226 1.912
H18 1.368 -1.952 4.199
H19 0.720 2.923 2.036
H20 -4.793 1.380 0.731
H21 -2.357 1.213 4.159
H22 5.446 -1.362 0.879
H23 -0.842 5.552 2.166
H24 -3.087 1.705 -5.847
H25 1.963 -7.724 0.129
H26 3.790 3.994 -2.848
H27 -0.190 2.420 -2.934
H28 1.266 -2.385 0.826
H29 -3.326 2.740 2.816
H30 6.115 0.805 -0.173
H31 -3.854 0.513 -0.486
H32 -0.290 2.694 -0.197
H33 -3.872 2.090 -3.500
H34 -2.222 -1.779 2.132
H35 -5.864 -0.813 1.348
H36 -6.201 -0.313 -0.297
H37 -5.438 -2.798 0.169
H38 -0.579 -4.278 0.272
H39 -1.349 0.044 6.248
H40 2.833 -5.798 3.707
H41 1.347 0.447 4.955
H42 -2.645 -1.770 -0.358
H43 0.876 -0.671 6.222
H44 -1.000 0.385 -6.198
H45 3.306 -6.658 -1.649
H46 -3.166 -3.248 0.435
H47 -2.566 1.112 -1.632
H48 -0.917 4.256 -3.732
H49 -2.181 -0.539 4.135
H50 -1.118 3.049 3.894
H51 -2.064 4.520 4.036
H52 -1.131 4.231 -0.004
H53 -2.746 2.564 0.330
H54 0.297 4.981 3.379
H55 -0.234 -1.511 2.166
H56 -0.594 1.524 5.692
H57 5.499 2.758 -1.525

Computed properties:
* total charge: +3
* Kohn-Sham gap (spin up / spin down): 6.3 / 3.8 eV
* expectation value of S²: 3.8132
* lowest unoccupied orbital energy (spin up / spin down): -8.72 / -11.14 eV
* F_max: 4.06 eV Å⁻¹
* E_tot: -4727.95505 Ha
* HOMO level (spin up / spin down): -14.99 / -14.93 eV
* spin multiplicity: 4



Question: Among the records above, which one has the lowest E_tot?
Answer: C52H56AsIN4O4V